No. 1
Density functional theory data (wB97M-V/def2-TZVPD) for a 2-piece molecular cluster, C33H21BF6O overall in a non-equilibrium geometry.

Properties
Frontier orbital gap = 0.268 Ha
Calculated total energy = -1969.34076 Eh
LUMO = -0.965 eV
Largest force on an atom = 2.4 eV/Å
Charge = 0

Structure (XYZ):
```
62
Properties=species:S:1:pos:R:3:forces:R:3
F -0.54666 1.66175 -4.00246 0.275 0.998 0.656
C -0.46763 2.59773 -2.99711 -0.285 -0.198 -0.193
C -0.77531 3.91663 -3.33312 0.222 0.082 0.235
C -0.78873 4.87719 -2.30423 0.191 -0.444 -0.015
C -0.61904 4.47342 -0.96652 0.169 -0.121 -0.173
C -0.28734 3.13984 -0.71735 0.050 0.280 -0.281
F -0.04135 2.74775 0.58388 -0.256 0.555 -0.809
C -0.09740 2.17274 -1.71059 -0.089 0.365 0.249
B 0.71705 0.83135 -1.38325 -0.380 0.219 -0.809
C 1.15133 -0.01955 -2.65839 0.212 0.058 -0.149
C 0.32818 -0.95149 -3.28454 -0.040 0.301 -0.838
F -1.02932 -0.85659 -3.06552 0.924 -0.472 0.391
C 0.75877 -1.84153 -4.26478 0.285 0.350 0.592
C 2.09632 -1.73213 -4.66715 -0.242 -0.041 -0.029
C 2.91414 -0.69626 -4.21504 0.003 -0.117 0.114
C 2.42334 0.13993 -3.22636 -0.162 -0.003 -0.263
F 3.20657 1.22317 -2.89326 -0.650 -0.947 0.082
C 1.91316 0.88469 -0.34451 0.325 0.013 0.385
C 2.27723 -0.24030 0.40631 0.133 -0.102 0.095
F 1.57599 -1.42205 0.20684 0.521 1.013 0.208
C 3.32139 -0.26101 1.33572 -0.284 0.168 -0.365
C 4.09794 0.88972 1.47335 -0.169 0.013 -0.248
C 3.83018 2.01784 0.69969 -0.036 0.056 -0.074
C 2.75980 1.98809 -0.17852 -0.060 0.343 0.183
F 2.54848 3.14492 -0.89753 -0.001 -1.047 0.488
H -0.19571 0.00430 -0.77631 -0.763 -0.427 0.673
H -0.93396 4.18014 -4.38919 0.029 -0.142 0.649
H -0.86912 5.94549 -2.56104 -0.250 -0.676 0.255
H -0.66602 5.18702 -0.14107 0.038 -0.253 -0.295
H 0.06189 -2.58138 -4.65338 0.271 0.174 -0.054
H 2.49434 -2.44988 -5.37324 -0.041 0.096 -0.098
H 3.92298 -0.52561 -4.59713 -0.366 -0.166 0.077
H 3.51629 -1.15492 1.91726 -0.012 0.059 -0.121
H 4.93933 0.91411 2.15782 -0.147 -0.100 -0.004
H 4.42996 2.92857 0.75622 -0.154 -0.357 0.041
C -1.55870 -0.78592 6.56942 0.449 0.035 -1.091
C -1.24945 0.32976 5.76291 0.202 0.249 -0.416
C -0.87474 0.21679 4.39691 -0.392 -0.764 0.839
C -0.81685 -1.06596 3.79955 0.118 -0.333 1.789
C -0.86493 -1.15849 2.35170 0.127 0.510 -2.379
O -1.21623 -2.39489 1.90225 0.094 0.256 -0.859
C -1.72821 -2.53018 0.60124 -0.531 0.124 1.004
C -1.99530 -1.40740 -0.19121 -0.924 -0.376 -0.006
C -3.04160 -1.51217 -1.16760 0.885 -0.300 0.575
C -3.56441 -2.75835 -1.47853 0.514 0.157 0.246
C -3.07636 -3.90051 -0.80011 -0.016 0.052 0.019
C -2.22581 -3.79938 0.29719 -0.130 0.540 -0.498
C -1.32207 -0.16190 0.15643 0.367 0.644 -1.958
C -0.76104 -0.10102 1.46331 -0.009 -0.693 1.760
C -0.92896 -2.23304 4.63383 -0.437 1.449 0.161
C -1.35597 -2.04856 5.97827 0.305 -0.297 -0.403
H -1.91127 -0.68128 7.62422 0.377 -0.093 -1.168
H -1.32967 1.33707 6.18001 0.035 -0.331 -0.092
H -0.66745 1.09941 3.76640 -0.396 -0.485 0.699
H -3.43504 -0.60682 -1.63681 0.399 -0.292 -0.003
H -4.32370 -2.82529 -2.26028 0.246 -0.193 0.325
H -3.40189 -4.88872 -1.10666 -0.175 0.109 0.085
H -1.98377 -4.63306 0.95296 -0.053 0.105 -0.291
H -1.77937 0.72540 -0.33962 0.314 -0.442 0.921
H -0.29325 0.80430 1.82018 -0.321 0.098 -0.104
H -0.70736 -3.22579 4.20018 -0.488 0.692 0.445
H -1.55366 -2.92768 6.58834 0.178 0.047 -0.157
```
Forces are in eV/Å.



No. 2
Density functional theory data (wB97M-V/def2-TZVPD) for C9H11F6N5OPPd as an isolated structure in a non-equilibrium geometry.

Properties
Frontier orbital gap (spin up / spin down) = 0.209 / 0.220 Ha
Calculated total energy = -1766.45639 Eh
Expectation value of S² = 0.76
LUMO (spin up / spin down) = -11.085 / -10.775 eV
Largest force on an atom = 1.5 eV/Å
Spin multiplicity = 2
Charge = +2

Structure (XYZ):
```
34
Properties=species:S:1:pos:R:3:forces:R:3
Pd 0.04071 0.55427 -0.31659 0.164 -0.019 -0.330
N -2.79493 0.22510 2.78976 -0.090 0.135 -0.031
C -2.11885 1.13858 2.10094 -0.118 -0.020 0.173
N -1.06099 0.54141 1.57915 0.482 0.192 -0.364
C -1.17207 -0.76740 1.96775 -0.399 0.528 0.180
N -2.22145 -0.98190 2.71251 0.181 -0.309 -0.041
C -0.19151 -1.73554 1.53400 0.634 -0.628 -0.017
C -0.14407 -3.06266 1.98362 -0.241 0.853 -0.105
N 0.80744 -3.86864 1.58603 0.352 -1.029 0.133
C 1.76317 -3.44809 0.77427 -0.538 0.509 0.195
C 1.73319 -2.13590 0.31524 0.551 0.040 -0.509
N 0.76116 -1.30976 0.67879 -0.558 1.161 -0.190
H -3.65215 0.33044 3.31774 -0.005 0.072 0.018
H -2.38608 2.17808 2.00161 -0.079 -0.019 0.029
H -0.90157 -3.42490 2.67025 0.025 -0.051 -0.033
H 2.54090 -4.14052 0.48298 0.046 0.019 -0.014
H 2.50144 -1.75699 -0.34646 -0.073 -0.019 -0.044
C 2.69472 2.41308 0.69381 0.237 0.197 0.852
O 2.54482 2.19137 -0.75097 -0.414 -0.114 0.155
C 1.64776 1.54880 -1.29390 -0.798 -1.208 0.246
C 1.55012 1.41588 -2.74312 0.002 -0.018 -0.408
H 3.65236 1.98807 0.98069 -0.005 -0.079 -0.185
H 1.87527 1.95671 1.24319 -0.047 -0.061 -0.150
H 2.71826 3.48858 0.84379 -0.061 0.011 -0.206
H 2.47177 1.74334 -3.22892 0.035 0.067 0.132
H 0.71348 2.03823 -3.09515 -0.031 -0.018 0.110
H 1.28815 0.39474 -3.03051 -0.013 0.033 0.063
F -1.31101 1.70159 -1.61539 0.628 -0.035 0.548
P -2.23068 0.34109 -2.29724 0.290 -0.793 0.574
F -3.52216 1.17953 -2.21689 0.025 0.149 -0.106
F -0.63920 -0.45230 -2.14977 0.001 0.173 -0.178
F -1.76803 0.82261 -3.70024 -0.041 0.165 -0.058
F -2.83735 -1.00083 -2.75804 -0.055 0.021 -0.200
F -2.35263 -0.10612 -0.71291 -0.086 0.093 -0.239
```
Forces are in eV/Å.



No. 3
Density functional theory data (wB97M-V/def2-TZVPD) for a 11-piece molecular cluster, H22O11 overall.

Properties
Frontier orbital gap = 0.390 Ha
Calculated total energy = -840.77768 Eh
LUMO = -0.368 eV
Largest force on an atom = 0.6 eV/Å
SMILES = O.O.O.O.O.O.O.O.O.O.O
Charge = 0

Structure (XYZ):
```
33
Properties=species:S:1:pos:R:3:forces:R:3
O 0.68933 0.07813 0.14093 -0.047 -0.114 0.008
H 0.39300 -0.74294 -0.26774 -0.084 0.119 0.041
H -0.09864 0.42027 0.57800 0.101 -0.020 -0.046
O 1.15028 3.18008 -2.15385 0.163 0.164 0.110
H 0.96775 3.26299 -1.21109 -0.017 -0.127 -0.064
H 1.67352 3.96255 -2.36110 -0.094 -0.042 -0.057
O 0.41263 -4.03051 1.58709 -0.216 -0.065 -0.449
H 1.02868 -3.31453 1.77906 0.131 -0.041 0.179
H -0.19275 -3.65174 0.93976 0.077 -0.267 -0.140
O 4.55583 3.04821 0.44005 -0.079 -0.064 -0.175
H 4.34398 2.11741 0.30692 -0.007 0.100 0.088
H 4.30052 3.46777 -0.38927 0.051 -0.020 0.082
O -2.91988 -3.52269 -1.69318 -0.009 0.074 0.071
H -2.52987 -2.68636 -1.41490 -0.099 0.027 -0.168
H -3.67611 -3.26146 -2.23064 0.099 -0.001 0.054
O 0.25602 -2.11625 3.41860 -0.191 0.491 0.336
H 0.16531 -2.56990 4.26416 0.073 0.018 -0.084
H -0.48548 -2.44277 2.89655 0.124 -0.153 0.161
O -2.71711 -0.04283 -2.67512 -0.094 -0.064 -0.130
H -3.52551 0.43940 -2.88231 0.039 -0.012 0.139
H -2.27213 -0.13098 -3.52554 0.093 -0.014 0.100
O -4.88425 1.39921 0.81507 0.114 0.013 0.139
H -5.02716 2.19468 1.34023 0.002 -0.004 -0.051
H -4.34499 0.83715 1.38277 -0.098 0.016 -0.082
O 4.17700 -1.77543 0.74045 0.068 0.082 -0.191
H 4.17650 -0.91583 0.30447 -0.057 -0.082 0.115
H 4.88348 -2.26127 0.30017 -0.063 -0.032 0.071
O 1.77843 -1.04638 -2.86022 0.115 -0.039 0.096
H 1.76615 -1.03189 -1.89656 0.076 0.082 -0.130
H 2.53081 -0.49099 -3.09354 -0.143 -0.006 -0.016
O -2.43408 4.01677 2.75214 0.057 -0.128 -0.168
H -2.13484 4.45655 1.94837 -0.063 0.023 0.078
H -2.00643 3.15358 2.72027 -0.023 0.085 0.081
```
Forces are in eV/Å.



No. 4
Density functional theory data (wB97M-V/def2-TZVPD) for a 2-piece molecular cluster, C4H10NO2S overall in a non-equilibrium geometry.

Properties
Frontier orbital gap = 0.237 Ha
Calculated total energy = -761.84485 Eh
LUMO = 3.576 eV
Largest force on an atom = 1.2 eV/Å
Charge = -1

Structure (XYZ):
```
18
Properties=species:S:1:pos:R:3:forces:R:3
C 0.35701 1.89832 0.06249 0.055 -0.695 -0.414
N -0.92381 1.22565 -0.06017 -0.103 -0.373 -0.254
C -1.00756 -0.13235 -0.59633 0.527 -0.297 -0.368
C -2.38891 -0.72195 -0.29745 0.364 -0.255 1.085
S -2.37887 -1.77948 1.21623 -0.100 0.004 -0.080
C 0.12409 -1.08972 -0.24191 -0.691 -0.190 0.344
O 1.29199 -0.79669 -0.38635 0.445 -0.006 0.061
H 1.13873 1.40689 0.64856 -0.128 -0.245 0.080
H 0.17644 2.84542 0.53375 -0.077 0.722 -0.024
H 0.75880 2.01005 -0.95040 0.084 0.304 0.168
H -1.43647 1.20472 0.80149 -0.012 0.062 0.560
H -0.84003 -0.13881 -1.68310 -0.193 0.611 -0.330
H -2.77880 -1.23894 -1.16830 -0.138 -0.086 -0.096
H -3.04336 0.09224 -0.01353 -0.256 0.296 -0.556
H -0.21821 -2.09240 0.09140 0.249 0.190 -0.149
H 4.20811 -1.53439 0.75308 -0.383 -0.025 -0.155
H 3.04269 -0.53363 0.44480 -0.090 -0.476 -0.121
O 3.91815 -0.62493 0.84575 0.448 0.460 0.249
```
Forces are in eV/Å.



No. 5
Density functional theory data (wB97M-V/def2-TZVPD) for I2OS as an isolated structure in a non-equilibrium geometry.

Properties
Frontier orbital gap (spin up / spin down) = 0.299 / 0.226 Ha
Calculated total energy = -1068.75964 Eh
LUMO (spin up / spin down) = -1.855 / -3.163 eV
Largest force on an atom = 1.2 eV/Å
Charge = 0

Structure (XYZ):
```
4
Properties=species:S:1:pos:R:3:forces:R:3
O -0.54222 -0.08756 0.62791 -0.287 -0.029 1.170
S -0.34687 -0.06010 -0.80860 -0.293 -0.240 -0.961
I 5.02781 -0.50777 -0.48762 -0.125 0.006 -0.027
I 1.83778 0.72180 -1.26783 0.704 0.263 -0.182
```
Forces are in eV/Å.



No. 6
Density functional theory data (wB97M-V/def2-TZVPD) for C40H50BrClCsNO4SSi as an isolated structure in a non-equilibrium geometry.

Properties
Frontier orbital gap = 0.185 Ha
Calculated total energy = -5651.95823 Eh
LUMO = 3.658 eV
Largest force on an atom = 1.3 eV/Å
Charge = -2

Structure (XYZ):
```
100
Properties=species:S:1:pos:R:3:forces:R:3
Cs 0.03266 -0.75305 -1.84000 -0.710 -0.625 0.921
C -3.11035 -2.12931 -1.95598 -0.049 -0.054 -0.074
Si -3.80973 -2.27327 -0.33922 0.071 -0.008 0.090
C -2.54297 -2.90881 0.96248 0.001 0.025 -0.042
N -1.30794 -2.14525 1.14061 -0.013 -0.046 -0.001
C -1.48135 -0.83036 1.78863 -0.061 0.006 0.013
C -0.94157 -0.78244 3.22475 -0.016 -0.029 -0.012
C -1.25613 -2.08690 3.95342 0.034 0.010 -0.037
C -0.55978 -3.26882 3.25276 -0.007 0.030 0.011
C -0.25759 -2.91440 1.78708 -0.036 0.016 -0.026
C -4.54279 -0.62149 0.26804 0.053 0.063 -0.003
C -4.26465 0.55135 -0.43887 -0.038 -0.012 0.043
C -4.66518 1.79719 0.02980 -0.010 -0.024 0.009
C -5.35926 1.89920 1.22709 -0.008 -0.053 0.018
C -5.65533 0.74651 1.94622 0.020 0.028 -0.033
C -5.25056 -0.49287 1.46758 0.017 0.020 -0.035
C -5.24922 -3.52234 0.03151 -0.030 -0.069 -0.052
C -6.60112 -3.16257 -0.00628 0.028 -0.057 -0.015
C -7.62087 -4.09700 0.13865 0.025 0.031 0.002
C -7.31847 -5.43821 0.33023 0.018 0.019 0.006
C -5.98623 -5.82890 0.36700 0.013 0.016 -0.010
C -4.97839 -4.88488 0.21568 -0.034 0.035 0.025
H -3.71259 -1.68600 -2.75282 -0.004 0.000 0.039
H -2.57527 -3.01546 -2.31272 0.038 0.044 -0.012
H -2.24074 -3.89832 0.59399 -0.045 -0.001 -0.010
H -3.07564 -3.09922 1.91469 0.012 0.002 0.030
H -2.54750 -0.60455 1.81596 0.006 0.001 0.008
H -1.00301 -0.04420 1.19731 0.040 -0.006 -0.027
H -1.38743 0.07215 3.73871 0.018 0.014 -0.003
H 0.14071 -0.60946 3.22054 -0.066 0.000 0.006
H -2.33999 -2.23554 3.93763 -0.005 -0.001 0.006
H -0.95976 -2.03340 5.00476 -0.009 0.000 0.005
H -1.18797 -4.16155 3.30521 0.002 -0.008 0.013
H 0.38250 -3.51183 3.75674 -0.010 -0.015 0.003
H -0.07102 -3.82009 1.20429 0.012 0.009 -0.008
H 0.65972 -2.32378 1.74305 0.046 0.011 -0.014
H -3.69409 0.47312 -1.35773 0.016 -0.011 -0.011
H -4.41299 2.69228 -0.52674 0.004 0.001 -0.008
H -5.65433 2.87044 1.60631 -0.004 0.008 0.002
H -6.18958 0.81735 2.88725 -0.005 -0.001 0.008
H -5.47697 -1.38051 2.05032 -0.009 -0.030 -0.002
H -6.86512 -2.12208 -0.16145 -0.004 0.027 0.011
H -8.65625 -3.77560 0.10096 -0.008 0.002 0.000
H -8.10955 -6.17006 0.44647 -0.009 -0.005 -0.003
H -5.73190 -6.87408 0.50718 0.003 -0.004 0.008
H -3.94746 -5.22409 0.23283 -0.020 -0.008 -0.005
C 3.25899 -1.12356 3.50331 0.036 0.004 -0.062
C 4.39212 -0.84910 2.51562 -0.096 0.001 0.025
C 4.36494 -1.77322 1.30246 0.006 -0.056 -0.013
S 2.90864 -1.47173 0.26123 -0.093 0.103 -0.044
O 2.81555 -2.61012 -0.71039 0.048 0.049 0.074
C 3.50777 -0.00803 -0.64563 0.023 0.007 0.000
C 4.15429 -0.33191 -1.98296 0.021 -0.002 0.004
C 5.49314 -1.05556 -1.89311 -0.024 0.012 -0.027
H 3.33088 -0.47172 4.37454 0.000 0.011 0.008
H 3.29006 -2.15943 3.84973 -0.006 -0.008 0.006
H 2.28513 -0.95628 3.04169 0.042 -0.008 0.016
H 5.35686 -0.96588 3.01573 0.023 0.008 -0.002
H 4.34290 0.19241 2.18499 0.023 0.003 0.020
H 4.24883 -2.81721 1.60508 0.029 0.009 0.003
H 5.25702 -1.68153 0.68455 0.011 -0.016 0.030
H 4.18525 0.53016 0.02375 0.002 0.002 0.000
H 2.61939 0.61768 -0.76898 -0.033 0.051 -0.017
H 4.26859 0.60806 -2.52606 -0.022 0.008 0.020
H 3.46009 -0.91866 -2.58530 -0.016 0.013 -0.007
H 6.19414 -0.52475 -1.24033 0.003 0.007 0.001
H 5.94597 -1.11344 -2.88436 0.013 -0.011 0.001
H 5.37120 -2.07492 -1.52285 -0.002 0.006 0.004
Br -0.31619 6.29190 1.76867 -0.001 -0.021 0.000
C -0.07064 4.49649 1.12898 -0.015 0.036 -0.013
C 0.95806 3.72790 1.64127 -0.025 -0.024 -0.043
C 1.11992 2.43277 1.14453 -0.025 -0.016 0.018
C 0.30921 1.83470 0.15932 0.162 0.070 -0.058
C -0.72101 2.68962 -0.28577 0.067 -0.018 0.067
C -0.92627 3.99492 0.16478 0.036 -0.047 0.039
H 1.61882 4.13395 2.39948 0.000 0.001 0.002
H 1.95061 1.86275 1.57236 0.013 0.002 -0.005
H -1.43226 2.33264 -1.03407 0.002 -0.007 -0.025
H -1.73462 4.60494 -0.22158 0.000 0.020 -0.002
C 4.25055 4.77106 -5.08230 -0.037 -0.016 0.036
C 4.12880 4.49271 -3.61238 0.025 -0.013 -0.056
C 5.17714 4.71652 -2.73604 -0.002 0.001 0.045
C 5.05046 4.37533 -1.39704 -0.039 -0.014 -0.035
Cl 6.40229 4.65223 -0.30877 -0.027 0.000 -0.024
C 3.88447 3.81827 -0.91550 0.018 0.009 0.051
C 2.82313 3.59662 -1.78457 -0.047 -0.032 0.187
C 2.94198 3.92869 -3.12332 0.269 0.043 -0.015
O 1.94393 3.77586 -4.02120 -0.115 0.129 -0.175
C 1.13384 2.61407 -3.90152 -0.208 -0.038 0.098
C 1.90970 1.30316 -4.12495 0.139 -0.137 -0.127
O 3.09069 1.40251 -4.48429 0.064 -0.072 -0.072
O 1.22965 0.26186 -3.90893 0.508 0.645 -0.782
H 5.25231 5.12368 -5.33148 0.004 0.011 0.012
H 3.52217 5.51828 -5.40365 0.001 0.010 -0.013
H 4.03695 3.85563 -5.63655 0.000 -0.020 0.009
H 6.10617 5.13888 -3.09888 0.007 -0.009 -0.007
H 3.78152 3.56481 0.13082 -0.014 -0.011 0.024
H 1.90885 3.16964 -1.38752 0.030 -0.017 -0.023
H 0.37900 2.71304 -4.68160 -0.029 -0.040 0.037
H 0.62206 2.57443 -2.93490 -0.019 0.034 -0.025
```
Forces are in eV/Å.